This record from OMol25 describes a molecular structure, C56H54I2N5OP3RbS2. The level of theory is the ωB97M-V functional and the def2-TZVPD basis.

As for the net charge: +1. The calculation puts the energy above the lowest of the compared OMol25 structures with the same formula, charge and spin at 0.144 eV. Its multiplicity is 1. As for the HOMO energy: -0.36631 Ha. Its max |F| is 0.71 eV/Å. The calculation puts the HOMO-LUMO gap at 7.99 eV. The total energy is -134836.709 eV.

Structure (XYZ):
```
124
Properties=species:S:1:pos:R:3:mulliken_charge:R:1
Rb 0.461 -0.689 -0.946 1.177
O -0.637 2.920 -1.717 -1.160
S -0.518 2.256 -0.370 2.323
C -2.131 2.447 0.386 -0.948
C -2.991 3.372 -0.194 -0.066
C -4.274 3.504 0.308 -0.845
C -4.687 2.717 1.378 -1.014
C -3.823 1.792 1.939 0.015
C -2.531 1.623 1.441 -0.110
P -1.325 0.467 2.230 2.314
C -1.442 1.158 3.947 0.448
C -0.933 2.444 4.137 -0.210
C -0.956 3.048 5.382 -0.624
C -1.491 2.370 6.471 -0.738
C -2.011 1.099 6.294 -0.639
C -1.988 0.494 5.040 -0.648
C -2.250 -1.108 2.373 0.423
C -1.682 -2.112 3.166 -0.466
C -2.311 -3.336 3.319 -0.933
C -3.507 -3.593 2.657 -0.575
C -4.055 -2.625 1.833 -0.813
C -3.428 -1.391 1.689 -0.686
C 0.500 3.372 0.608 0.253
C -0.065 4.456 1.272 -0.893
C 0.756 5.379 1.895 -0.634
C 2.136 5.229 1.836 -0.871
C 2.692 4.154 1.163 0.069
C 1.892 3.196 0.541 -0.488
P 2.571 1.753 -0.397 1.533
C 3.862 2.531 -1.447 -0.069
C 4.938 1.755 -1.881 -0.822
C 5.903 2.293 -2.720 -0.697
C 5.803 3.611 -3.148 -0.671
C 4.723 4.384 -2.742 -0.732
C 3.756 3.844 -1.902 -0.649
C 3.637 0.894 0.831 0.745
C 4.823 1.440 1.329 -0.145
C 5.611 0.732 2.221 -0.774
C 5.242 -0.553 2.610 -0.702
C 4.085 -1.115 2.106 -0.914
C 3.287 -0.390 1.233 0.503
H -2.646 3.958 -1.035 0.558
H -4.954 4.222 -0.132 0.483
H -5.687 2.828 1.777 0.458
H -4.148 1.195 2.783 0.537
H -0.505 2.987 3.302 -0.094
H -0.547 4.042 5.503 0.454
H -1.500 2.831 7.450 0.390
H -2.442 0.566 7.132 0.446
H -2.416 -0.493 4.931 0.360
H -0.742 -1.927 3.678 0.576
H -1.869 -4.095 3.953 0.457
H -3.999 -4.550 2.775 0.465
H -4.972 -2.825 1.293 0.431
H -3.871 -0.646 1.043 0.218
H -1.140 4.578 1.308 0.400
H 0.321 6.219 2.421 0.457
H 2.780 5.958 2.310 0.454
H 3.770 4.067 1.107 0.353
H 5.031 0.726 -1.554 0.411
H 6.740 1.681 -3.033 0.481
H 6.570 4.038 -3.783 0.392
H 4.638 5.414 -3.068 0.449
H 2.921 4.459 -1.588 0.560
H 5.159 2.413 0.993 0.294
H 6.522 1.175 2.602 0.464
H 5.869 -1.114 3.291 0.442
H 3.805 -2.124 2.382 0.454
H 2.386 -0.856 0.861 -0.431
N -0.220 -3.326 0.448 0.431
C -1.282 -4.232 0.186 -0.298
C -1.289 -5.475 0.811 -0.348
C -2.319 -6.370 0.584 -0.947
C -3.365 -6.024 -0.260 -0.862
C -3.340 -4.797 -0.907 -1.094
C -2.293 -3.897 -0.724 0.929
P -2.179 -2.287 -1.605 1.211
C -1.126 -2.750 -3.047 0.392
C -0.300 -3.871 -3.064 -0.394
C 0.464 -4.162 -4.187 -0.690
C 0.416 -3.332 -5.297 -0.543
C -0.394 -2.205 -5.282 -0.579
C -1.154 -1.910 -4.161 -0.612
C -3.802 -2.124 -2.429 0.037
C -4.677 -1.157 -1.939 -0.409
C -5.930 -0.973 -2.513 -0.596
C -6.313 -1.753 -3.592 -0.633
C -5.443 -2.714 -4.097 -0.739
C -4.196 -2.898 -3.521 -0.314
H -0.586 -2.406 0.661 -0.594
H 0.343 -3.636 1.230 0.318
H -0.485 -5.731 1.494 0.466
H -2.313 -7.333 1.080 0.393
H -4.188 -6.706 -0.425 0.454
H -4.153 -4.538 -1.573 0.435
H -0.268 -4.535 -2.209 0.386
H 1.088 -5.046 -4.195 0.455
H 1.013 -3.559 -6.171 0.402
H -0.433 -1.550 -6.142 0.471
H -1.781 -1.025 -4.161 0.498
H -4.369 -0.529 -1.111 0.098
H -6.597 -0.215 -2.124 0.474
H -7.284 -1.610 -4.048 0.402
H -5.738 -3.321 -4.943 0.427
H -3.522 -3.643 -3.927 0.498
I 3.470 -1.803 -3.010 0.355
C 4.881 -3.288 -2.441 -1.022
I 5.942 -2.818 -0.675 0.020
H 5.610 -3.376 -3.236 0.461
H 4.364 -4.225 -2.282 0.384
N 3.059 2.017 -4.839 -0.247
C 1.906 1.911 -4.169 -0.158
N 1.276 3.033 -3.834 -0.168
S 1.258 0.380 -3.803 -0.124
H 3.526 2.900 -4.962 0.202
H 3.547 1.172 -5.078 0.192
H 1.668 3.932 -4.058 0.263
H 0.485 2.981 -3.195 0.211
N 2.751 2.281 4.264 -0.640
N 2.015 1.146 3.697 0.290
H 3.510 1.863 4.795 0.286
H 3.220 2.699 3.463 0.201
H 1.264 1.569 3.161 -0.604
H 1.547 0.715 4.490 0.387
```